# 1
ORCA calculation (ωB97M-V with the def2-TZVPD basis set) on C33H58F2HfN3O13S3 as an isolated structure in a non-equilibrium geometry.

Output
**Strongest force on any atom**: 2.9 eV/Å
**HOMO level**: -3.1 eV

Structure (ORCA input):
```
! RIJCOSX wB97M-V def2-TZVPD def2/J DEFGRID3
* xyz -1 1
Hf 0.017 -0.108 0.320
C 0.060 -3.336 -3.491
C 0.830 -1.997 -3.498
C 1.341 -1.750 -4.949
C 0.216 -1.413 -5.899
C -0.490 -0.168 -5.404
C -1.058 -0.362 -3.980
N -0.013 -0.842 -3.066
O -0.599 -0.981 -1.810
C -2.300 -1.254 -4.143
C -1.524 1.004 -3.495
C 2.107 -1.953 -2.675
H 0.789 -4.029 -3.924
H -0.913 -3.306 -3.957
H -0.068 -3.678 -2.462
H 1.824 -2.691 -5.220
H 2.100 -0.966 -4.974
H -0.446 -2.247 -6.138
H 0.624 -1.137 -6.882
H -1.406 -0.018 -5.986
H 0.134 0.723 -5.494
H -2.700 -1.566 -3.175
H -2.284 -2.119 -4.806
H -3.174 -0.732 -4.566
H -2.034 1.076 -2.536
H -2.177 1.486 -4.233
H -0.639 1.641 -3.421
H 2.986 -2.405 -3.146
H 2.069 -2.277 -1.636
H 2.380 -0.900 -2.564
F -0.711 2.000 0.044
F 2.020 -1.149 0.138
C -2.269 -4.489 3.371
C -2.047 -3.330 2.631
C -0.808 -3.142 1.778
O -0.772 -2.164 0.952
C 0.185 -4.083 1.820
C 0.149 -5.199 2.725
C -1.229 -5.445 3.546
O -1.163 -6.392 4.325
O 0.961 -6.097 2.838
O -2.873 -2.377 2.736
H -3.215 -4.701 3.849
H 1.054 -3.829 1.216
C -4.180 -1.581 -0.629
C -3.589 -0.216 -0.439
O -2.454 -0.074 -0.040
N -4.401 0.841 -0.688
C -4.166 2.211 -0.336
H -3.891 -1.861 -1.657
H -5.256 -1.728 -0.659
H -3.580 -2.310 -0.085
H -5.265 0.584 -1.134
H -4.781 2.941 -0.855
H -3.089 2.403 -0.344
H -4.434 2.405 0.717
C 3.783 2.053 1.766
C 2.337 2.370 1.654
O 1.490 1.501 1.488
N 1.892 3.642 1.802
C 2.652 4.863 1.704
H 4.043 1.256 1.063
H 3.966 1.589 2.738
H 4.539 2.789 1.505
H 0.885 3.700 1.724
H 2.358 5.617 2.437
H 2.525 5.379 0.749
H 3.702 4.644 1.867
C 1.546 3.091 -4.258
C 1.582 4.272 -3.283
C 1.290 3.708 -1.883
S 2.166 2.130 -1.859
O 1.343 1.075 -1.337
O 3.470 2.299 -1.264
C 2.284 1.899 -3.667
H 1.983 3.494 -5.176
H 0.545 2.794 -4.566
H 0.866 5.038 -3.571
H 2.578 4.700 -3.145
H 0.221 3.513 -1.784
H 1.656 4.288 -1.039
H 1.814 0.935 -3.861
H 3.336 1.952 -3.940
C 2.521 -3.291 4.371
C 3.620 -2.858 3.377
C 3.545 -1.340 3.109
S 1.959 -0.739 3.674
O 1.053 -0.863 2.562
O 2.106 0.502 4.407
C 1.625 -2.121 4.783
H 2.859 -3.784 5.280
H 1.820 -3.977 3.900
H 3.450 -3.397 2.451
H 4.565 -3.090 3.864
H 3.588 -1.144 2.036
H 4.284 -0.775 3.675
H 0.542 -2.199 4.866
H 1.931 -1.690 5.744
C -3.515 2.134 4.536
C -2.525 3.228 4.150
C -1.174 2.656 3.579
S -1.478 0.861 3.506
O -1.054 0.131 4.664
O -1.189 0.276 2.219
C -3.259 0.955 3.582
H -4.510 2.559 4.398
H -3.495 1.738 5.550
H -2.134 3.882 4.932
H -2.936 3.842 3.353
H -0.195 2.947 3.938
H -1.336 2.903 2.525
H -3.677 0.000 3.896
H -3.689 1.148 2.598
*
```

Here are the Löwdin charges for atoms 1 to 5, given in e: number 1, Hf, carries 2.031; number 2, C, carries -0.006; number 3, C, carries -0.480; number 4, C, carries -0.153; number 5, C, carries -0.191

# 2
ORCA calculation (ωB97M-V with the def2-TZVPD basis set) on C5H15N4 as an isolated structure in a non-equilibrium geometry.

Output
**Strongest force on any atom**: 4.1 eV/Å
**HOMO level**: -13.7 eV

Structure (ORCA input):
```
! RIJCOSX wB97M-V def2-TZVPD def2/J DEFGRID3
* xyz 1 1
C -1.058 1.248 -0.449
C -1.629 0.123 0.461
C -2.299 -1.030 -0.378
C 1.734 0.098 -1.302
C 1.825 0.182 0.237
N 0.079 1.850 0.258
N 0.775 0.900 0.848
N 1.946 -1.152 0.773
N -0.510 -0.369 1.177
H -0.727 0.764 -1.350
H -1.753 2.086 -0.718
H -2.465 0.386 1.231
H -2.722 -1.823 0.281
H -1.549 -1.613 -1.120
H -3.155 -0.642 -1.151
H 0.740 -0.595 -1.306
H 1.445 1.152 -1.713
H 2.584 -0.454 -1.913
H 2.703 0.706 0.521
H -0.249 2.656 0.820
H 2.313 -1.719 0.061
H 2.310 -1.091 1.729
H -0.494 -0.487 2.209
H 0.156 -1.175 0.796
*
```

Here are the Löwdin charges for atoms 1 to 5, given in e: number 1, C, carries -0.120; number 2, C, carries -0.364; number 3, C, carries -0.068; number 4, C, carries -0.029; number 5, C, carries -0.494

# 3
ORCA calculation (ωB97M-V with the def2-TZVPD basis set) on C44H55BeClN4O2SbSi3 as an isolated structure.

Output
**Strongest force on any atom**: 0.2 eV/Å
**HOMO level**: -4.7 eV

Structure (ORCA input):
```
! RIJCOSX wB97M-V def2-TZVPD def2/J DEFGRID3
* xyz -1 1
Be -0.042 -0.417 -0.115
C -2.385 1.283 3.562
Sb -1.713 1.722 1.542
C -1.560 -0.337 0.980
C -1.414 -1.267 2.126
C -0.329 -1.240 3.023
C -0.227 -2.182 4.023
C -1.210 -3.158 4.143
C -2.259 -3.105 3.243
N -2.372 -2.195 2.284
Si -3.172 -0.663 0.037
C -3.641 0.755 -1.139
C -3.105 -2.207 -1.026
C -4.736 -0.689 1.105
C 0.388 2.555 1.735
C 1.557 1.625 1.470
C 2.834 2.069 1.842
C 3.942 1.252 1.778
C 3.766 -0.049 1.348
C 2.503 -0.414 0.936
N 1.425 0.386 0.941
Si 0.390 4.095 0.569
C -0.427 5.588 1.382
C 2.146 4.632 0.144
C -0.544 4.010 -1.056
Si 0.528 3.201 3.539
C -0.990 4.167 4.129
C 0.850 1.774 4.715
C 1.931 4.420 3.933
H -3.435 1.023 3.403
H -2.342 2.108 4.262
H -1.884 0.414 3.979
H 0.423 -0.472 2.932
H 0.614 -2.154 4.708
H -1.170 -3.924 4.906
H -3.061 -3.836 3.298
H -2.853 1.113 -1.796
H -4.038 1.616 -0.596
H -4.451 0.372 -1.772
H -2.275 -2.154 -1.737
H -4.032 -2.287 -1.603
H -2.977 -3.101 -0.418
H -4.910 0.293 1.558
H -4.706 -1.439 1.892
H -5.595 -0.892 0.455
H 2.946 3.081 2.189
H 4.914 1.626 2.076
H 4.574 -0.764 1.293
H 2.330 -1.410 0.582
H 0.033 5.952 2.299
H -1.487 5.409 1.572
H -0.361 6.391 0.640
H 2.713 4.969 1.012
H 2.079 5.471 -0.555
H 2.719 3.843 -0.345
H -1.568 3.656 -0.931
H -0.063 3.421 -1.836
H -0.592 5.046 -1.407
H -1.871 4.091 3.494
H -0.742 5.224 4.227
H -1.264 3.803 5.123
H 0.023 1.067 4.770
H 1.009 2.193 5.714
H 1.752 1.222 4.441
H 2.063 5.216 3.197
H 2.896 3.941 4.103
H 1.645 4.898 4.876
Cl -0.208 -0.747 -4.390
C 1.011 0.368 -3.802
C 2.068 0.650 -4.653
C 3.083 1.496 -4.241
C 3.020 2.043 -2.964
C 1.956 1.746 -2.135
C 0.903 0.897 -2.514
C -0.206 0.607 -1.585
H 2.084 0.195 -5.636
H 3.910 1.719 -4.904
H 3.810 2.696 -2.610
H 1.939 2.142 -1.126
H -1.030 0.144 -2.125
H -0.587 1.560 -1.204
O -0.680 -3.607 0.681
C 0.002 -3.306 -0.271
N 0.385 -4.228 -1.246
C 1.514 -3.717 -1.995
C 1.513 -2.241 -1.505
O 2.343 -1.437 -1.875
N 0.534 -2.054 -0.571
C 1.318 -3.774 -3.501
C 0.270 -4.494 -4.056
C 0.106 -4.552 -5.434
C 0.986 -3.883 -6.270
C 2.029 -3.150 -5.718
C 2.197 -3.095 -4.344
C 2.807 -4.395 -1.530
C 3.186 -4.262 -0.194
C 4.319 -4.892 0.291
C 5.096 -5.677 -0.553
C 4.719 -5.828 -1.877
C 3.582 -5.192 -2.363
H 0.404 -5.182 -0.921
H -0.436 -4.988 -3.402
H -0.722 -5.112 -5.852
H 0.853 -3.919 -7.344
H 2.711 -2.606 -6.361
H 2.992 -2.502 -3.912
H 2.578 -3.671 0.482
H 4.595 -4.772 1.332
H 5.984 -6.170 -0.177
H 5.311 -6.444 -2.543
H 3.303 -5.315 -3.401
*
```

Here are the Löwdin charges for atoms 1 to 5, given in e: number 1, Be, carries 0.093; number 2, C, carries -0.298; number 3, Sb, carries 1.454; number 4, C, carries -0.488; number 5, C, carries -0.429